59
Properties=species:S:1:pos:R:3:forces:R:3 method="wB97M-V/def2-TZVPD" charge=0 spin_multiplicity=1 fmax_ev_per_a=1.2 homo_energy_ev=-8.7 smiles="CCN(CC)S(=O)(=O)c1ccc2[nH]cc(C(=O)NCCC3=CCCCC3)c(=O)c2c1" e_tot_ha=-1719.17995
C -1.027047 1.318915 4.062514 0.15 0.30 0.06
H -1.237207 0.869783 5.029622 -0.07 -0.09 0.08
H -1.972024 1.568110 3.585252 -0.13 -0.04 -0.05
H -0.508000 0.588385 3.447821 0.03 -0.10 -0.06
C -0.166531 2.565655 4.255000 0.04 -0.56 0.39
N 0.106000 3.239805 3.006085 1.19 0.12 -0.35
S 1.648400 3.341266 2.433387 -0.27 -0.35 -0.17
O 1.974391 4.688879 2.056968 -0.23 -0.06 -0.14
O 2.531422 2.660407 3.335819 -0.17 -0.16 0.04
C 1.594751 2.387779 0.906478 -0.28 0.26 0.58
C 0.542115 1.566934 0.597813 0.01 -0.01 -0.03
C 0.550554 0.821763 -0.586239 0.31 0.13 -0.08
C 1.657021 0.927321 -1.444643 -0.30 0.22 0.62
C 2.724218 1.772754 -1.115641 0.02 0.08 0.15
C 2.688366 2.497426 0.052738 0.14 -0.06 -0.27
H 3.491012 3.161648 0.329806 0.18 0.06 -0.10
H 3.568358 1.847735 -1.785448 0.11 0.03 -0.05
N 1.671315 0.193688 -2.600897 0.18 -0.07 -0.31
C 0.648874 -0.621036 -2.923895 -0.25 -0.10 0.03
C -0.464729 -0.772975 -2.157072 0.05 -0.08 0.02
C -0.595446 -0.047700 -0.904833 0.17 0.01 -0.18
O -1.558279 -0.124338 -0.143201 -0.02 0.08 0.16
C -1.470812 -1.768086 -2.655211 -0.04 0.39 0.07
O -1.240375 -2.436237 -3.651101 0.10 -0.27 -0.27
N -2.617670 -1.819636 -1.955306 -0.24 0.15 0.20
C -3.518580 -2.934666 -2.083886 -0.10 -0.24 -0.15
H -4.547695 -2.579140 -1.986754 0.06 -0.07 -0.08
H -3.372097 -3.355456 -3.080993 -0.14 0.05 0.08
C -3.218682 -3.997694 -1.007104 0.21 0.19 -0.09
C -1.785305 -4.436224 -1.118092 -0.29 -0.14 0.19
C -0.823261 -3.833899 -0.430883 0.17 -0.01 0.15
C 0.635397 -4.148158 -0.561145 0.05 -0.18 -0.02
C 0.869923 -5.443690 -1.332192 0.07 0.19 -0.12
C -0.036472 -5.484116 -2.556594 -0.04 -0.25 0.10
C -1.494356 -5.523866 -2.111996 0.26 0.10 -0.14
H -1.722696 -6.494079 -1.656326 -0.07 -0.03 -0.06
H -2.146815 -5.407815 -2.979582 -0.08 -0.03 -0.02
H 0.117926 -4.586946 -3.158608 0.02 0.02 -0.08
H 0.192159 -6.355999 -3.172730 0.01 0.03 -0.05
H 1.918903 -5.517827 -1.627008 0.01 -0.06 0.05
H 0.640811 -6.296269 -0.688701 0.04 -0.06 0.04
H 1.119608 -3.313903 -1.084016 0.09 0.02 0.04
H 1.089880 -4.208228 0.432052 0.03 0.07 -0.03
H -1.066361 -3.041803 0.266396 -0.19 0.11 0.07
H -3.404570 -3.560397 -0.023992 -0.06 -0.04 0.03
H -3.893203 -4.843434 -1.149143 -0.07 -0.03 0.05
H -2.642787 -1.289327 -1.087297 0.16 0.04 -0.16
H 0.726665 -1.182662 -3.845158 0.03 -0.02 -0.02
H 2.471475 0.271380 -3.213443 -0.19 -0.07 0.08
H -0.312023 1.480949 1.250459 -0.10 -0.03 0.04
C -0.841869 4.194359 2.477409 -0.17 0.51 -0.22
C -0.806618 5.541790 3.193577 0.02 -0.21 -0.11
H -1.053472 5.429739 4.246519 -0.05 0.03 0.11
H 0.190178 5.964715 3.106868 0.01 0.10 0.02
H -1.523466 6.220726 2.739227 -0.09 0.10 0.00
H -0.583142 4.337620 1.425742 -0.28 0.03 -0.04
H -1.842195 3.754451 2.531750 0.10 -0.06 -0.10
H 0.803567 2.286310 4.668193 -0.21 0.04 0.20
H -0.656179 3.253915 4.951959 0.12 0.04 -0.08

***

59
Properties=species:S:1:pos:R:3:forces:R:3 method="wB97M-V/def2-TZVPD" charge=0 spin_multiplicity=1 fmax_ev_per_a=0.5 homo_energy_ev=-8.6 e_tot_ha=-1396.26921
C -1.639522 -4.625997 0.670264 0.01 0.10 -0.09
H -1.887186 -4.435416 1.712321 -0.06 -0.02 0.11
H -2.379441 -5.301281 0.249705 -0.07 -0.09 0.00
H -0.667210 -5.107154 0.621172 0.06 -0.07 0.03
C -1.602016 -3.327411 -0.141843 -0.08 -0.16 -0.03
C -0.676947 -2.339995 0.499395 0.09 -0.07 -0.06
N -1.127519 -1.634101 1.523279 0.38 0.20 0.21
C -2.504053 -1.380712 1.882384 -0.36 0.03 -0.08
C -3.084272 -0.297205 0.996794 -0.32 -0.03 -0.15
C -4.324426 -0.445711 0.413167 0.00 -0.02 0.08
C -4.831090 0.555142 -0.422887 0.19 0.07 0.06
C -4.071978 1.684100 -0.678067 -0.18 0.08 -0.14
C -2.812170 1.827360 -0.091763 0.00 -0.19 0.12
C -2.324477 0.844051 0.754480 0.18 0.32 -0.05
H -1.357728 0.946793 1.218011 0.17 0.05 -0.01
O -2.140916 2.963132 -0.418297 -0.38 -0.12 -0.10
C -0.848218 3.153254 0.110348 0.22 0.05 0.08
H -0.489912 4.087166 -0.319797 0.01 -0.07 0.06
H -0.173114 2.339707 -0.172031 -0.02 -0.01 0.02
H -0.869845 3.241759 1.200904 0.00 -0.03 -0.03
H -4.411055 2.474976 -1.325539 -0.08 0.08 -0.10
O -6.064334 0.317115 -0.940822 0.21 -0.18 0.21
C -6.628034 1.277905 -1.801816 -0.10 0.16 -0.15
H -7.600895 0.881762 -2.088093 0.06 0.07 -0.01
H -6.016470 1.420445 -2.698131 -0.02 0.00 0.04
H -6.762077 2.239263 -1.296402 0.02 -0.03 -0.02
H -4.929785 -1.320806 0.587922 -0.07 -0.16 0.02
H -3.104386 -2.288538 1.818126 0.04 0.05 0.06
H -2.504943 -1.045328 2.924113 -0.02 -0.12 -0.09
H -0.445648 -0.940866 1.859668 -0.06 -0.25 -0.08
C 0.646097 -2.151401 0.054374 -0.05 0.06 0.05
C 1.384706 -0.981794 0.478416 -0.29 -0.16 0.00
O 0.994344 -0.216843 1.368225 0.03 0.09 0.15
N 2.560298 -0.665235 -0.186675 0.13 0.23 0.19
C 3.149613 -1.478158 -1.131020 -0.23 -0.22 -0.02
O 4.185132 -1.217361 -1.697287 0.27 0.09 -0.12
N 2.478357 -2.645240 -1.385049 0.07 -0.38 -0.29
C 1.255624 -3.069318 -0.883909 0.10 0.23 0.08
O 0.827904 -4.149641 -1.243155 -0.08 -0.28 -0.11
H 2.923162 -3.270208 -2.048047 -0.07 0.14 0.13
C 3.206286 0.612863 0.140072 0.18 0.26 -0.11
C 3.315106 1.521036 -1.082759 -0.06 0.06 0.03
C 3.674812 2.939108 -0.625926 -0.04 -0.04 0.02
C 4.608770 2.916933 0.592036 0.18 0.03 -0.10
C 5.459327 1.651287 0.589649 -0.07 0.05 0.22
C 4.580930 0.411845 0.792220 0.03 -0.04 0.00
H 5.074872 -0.452223 0.349761 -0.04 -0.01 0.07
H 4.442227 0.215121 1.857399 -0.01 -0.01 0.03
H 5.987363 1.579373 -0.361626 0.09 -0.01 -0.04
H 6.208906 1.698644 1.381032 0.07 -0.02 -0.07
H 5.249311 3.800193 0.582571 -0.05 0.04 0.09
H 4.024433 2.946550 1.513827 0.00 0.05 0.08
H 4.154864 3.462566 -1.454057 -0.03 0.07 0.00
H 2.765612 3.488966 -0.373019 -0.01 0.06 -0.05
H 4.078544 1.127148 -1.751819 -0.08 0.03 -0.03
H 2.367068 1.530362 -1.625566 0.01 -0.04 -0.05
H 2.531911 1.086840 0.859203 0.18 -0.13 -0.19
H -2.599208 -2.890775 -0.210032 0.01 0.07 0.01
H -1.256697 -3.564075 -1.145377 -0.08 0.14 0.09

***

59
Properties=species:S:1:pos:R:3:forces:R:3 method="wB97M-V/def2-TZVPD" charge=0 spin_multiplicity=1 fmax_ev_per_a=0.8 homo_energy_ev=-8.1 smiles="CC(C)(C)OC(=O)N1CCC(C(=O)N[C@@H](Cc2c[nH]c3ccccc23)C(=O)O)CC1" e_tot_ha=-1396.31051
C -4.382346 -1.643079 -1.331284 0.15 0.39 0.22
H -5.376091 -2.035033 -1.526264 -0.12 -0.04 -0.02
H -3.820786 -2.366963 -0.746326 0.04 -0.11 0.07
H -3.867930 -1.490697 -2.276658 0.04 0.00 -0.13
C -4.480307 -0.320068 -0.568093 -0.61 -0.12 -0.08
C -5.172014 -0.533417 0.778272 0.24 0.17 -0.12
H -5.231552 0.406898 1.318873 -0.06 -0.01 0.04
H -6.176242 -0.916439 0.619032 -0.11 -0.09 -0.03
H -4.609447 -1.247586 1.376113 0.03 -0.11 0.06
C -5.219015 0.725894 -1.403419 0.25 -0.02 0.20
H -5.262628 1.667138 -0.862876 -0.06 0.03 -0.03
H -6.230269 0.385514 -1.608239 -0.11 -0.08 -0.06
H -4.700707 0.884651 -2.346974 0.02 0.00 -0.12
O -3.103381 0.067995 -0.372829 0.10 -0.03 -0.06
C -2.802701 1.190752 0.315658 0.19 -0.06 0.08
O -3.608329 1.985050 0.749904 -0.40 0.16 0.03
N -1.468368 1.317884 0.484248 0.08 -0.09 -0.01
C -0.913563 2.487832 1.127136 -0.16 0.39 0.18
C -0.083024 3.303276 0.135007 0.18 -0.18 0.19
H 0.402048 4.120001 0.670115 -0.02 0.06 -0.02
H -0.743421 3.727505 -0.624262 -0.01 0.03 -0.01
C 0.977152 2.440337 -0.558725 -0.18 0.17 0.02
C 2.099927 2.036005 0.395762 0.00 0.13 -0.76
O 2.074680 2.172628 1.599999 0.01 0.03 0.62
N 3.167196 1.509529 -0.246164 0.57 -0.04 -0.27
H 3.185681 1.413371 -1.251031 -0.12 0.06 0.08
C 4.327224 1.000037 0.442065 -0.22 0.01 0.39
C 5.433495 0.811187 -0.570879 -0.19 0.21 -0.28
O 5.291757 0.911964 -1.762591 -0.03 -0.03 -0.14
O 6.597607 0.509901 -0.000328 0.41 -0.14 0.46
H 7.288747 0.386864 -0.670994 -0.31 0.07 -0.08
H 4.661215 1.732968 1.187531 0.02 -0.10 -0.13
C 4.024691 -0.324797 1.188163 0.13 0.03 -0.11
C 3.206995 -1.268719 0.367833 0.22 -0.05 -0.13
C 3.427723 -1.693137 -0.911458 0.20 0.17 0.23
N 2.415255 -2.520922 -1.315352 -0.04 -0.19 -0.36
C 1.515143 -2.653437 -0.298465 -0.15 0.14 0.47
C 0.327392 -3.371117 -0.230687 -0.10 -0.07 -0.04
C -0.389322 -3.306121 0.943949 -0.06 -0.09 -0.16
C 0.062256 -2.550010 2.029632 0.00 0.10 0.24
C 1.237821 -1.837010 1.968466 -0.01 -0.09 0.00
C 1.982600 -1.877044 0.788389 -0.11 -0.26 -0.34
H 1.573034 -1.253069 2.812498 0.02 0.08 0.10
H -0.529937 -2.527406 2.932171 -0.05 0.01 0.09
H -1.317367 -3.850995 1.032593 -0.08 -0.05 -0.01
H -0.017995 -3.957279 -1.069714 -0.07 -0.07 -0.07
H 2.354175 -2.967515 -2.214081 0.01 0.05 0.10
H 4.231305 -1.458556 -1.582668 0.13 0.04 -0.13
H 3.461144 -0.069814 2.085282 0.10 0.04 0.01
H 4.973377 -0.774155 1.491555 -0.06 0.05 0.11
C 0.317043 1.191056 -1.161787 -0.01 -0.10 0.16
H 1.066282 0.521931 -1.588274 0.02 -0.04 -0.07
C -0.474908 0.444041 -0.088321 0.14 -0.26 -0.35
H -0.961450 -0.435704 -0.506320 0.16 0.04 0.11
H 0.203032 0.124981 0.709668 -0.08 -0.05 -0.08
H -0.363920 1.498978 -1.958461 0.00 -0.02 -0.05
H 1.437229 3.024338 -1.365058 0.00 -0.06 0.06
H -1.741635 3.082750 1.514196 0.14 -0.07 0.00
H -0.274583 2.166820 1.954443 -0.10 0.05 -0.05